A structure of composition C22H21N6Pd, computed with ωB97M-V/def2-TZVPD.

Last column: Mulliken charge in e.
Cartesian coordinates (Å):
1 Pd 0.6565 -0.1206 0.1917  1.088
2 C -0.7544 4.6241 2.7860  -0.657
3 C 0.2317 3.6995 3.1056  -0.500
4 C 0.7326 2.8383 2.1408  -0.120
5 C 0.2425 2.8498 0.8265  -0.440
6 C -0.7461 3.8025 0.5160  -0.012
7 C -1.2321 4.6719 1.4777  -0.574
8 N 0.6575 1.8868 -0.0756  -0.224
9 C 1.1450 2.2349 -1.3366  0.180
10 C 1.3121 3.5225 -1.8314  -0.404
11 C 1.8213 3.7389 -3.1169  -0.848
12 C 2.1739 2.6611 -3.9117  -0.428
13 C 2.0424 1.3582 -3.4344  -0.625
14 C 1.5510 1.1311 -2.1497  0.229
15 N 1.4275 -0.0832 -1.5453  0.397
16 N 1.7257 -1.2632 -2.1842  -1.416
17 C 1.4076 -2.2846 -1.4540  0.212
18 C 1.6377 -3.6418 -1.8903  -0.670
19 C 1.2394 -4.6882 -1.1333  -0.080
20 C 0.5846 -4.4679 0.1185  -1.032
21 C 0.4089 -3.1737 0.5138  -0.203
22 N 0.8095 -2.1008 -0.1914  -0.199
23 H -1.1389 5.3030 3.5375  0.385
24 H 0.6225 3.6544 4.1162  0.384
25 H 1.4998 2.1123 2.3823  0.394
26 H -1.1306 3.8275 -0.4970  0.572
27 H -1.9998 5.3896 1.2104  0.348
28 H 1.0507 4.3700 -1.2097  0.415
29 H 1.9390 4.7529 -3.4813  0.335
30 H 2.5660 2.8256 -4.9093  0.334
31 H 2.3301 0.5056 -4.0345  0.411
32 H 2.1293 -3.7777 -2.8442  0.396
33 H 1.4150 -5.7009 -1.4799  0.344
34 H 0.2352 -5.2835 0.7351  0.379
35 H -0.0844 -2.9458 1.4535  0.435
36 C -2.9485 1.4984 3.9433  -1.169
37 C -1.7747 0.6863 3.5169  0.847
38 C -0.8772 -0.0786 4.2266  -1.252
39 C 0.0534 -0.5583 3.2794  0.567
40 N -0.2693 -0.1114 2.0761  -0.025
41 N -1.3888 0.6161 2.2322  -0.007
42 C 1.2604 -1.4104 3.4785  -1.400
43 H -3.0522 1.4574 5.0258  0.329
44 H -3.8725 1.1270 3.4971  0.306
45 H -2.8143 2.5404 3.6466  0.231
46 H -0.8823 -0.2575 5.2886  0.395
47 H -1.7073 1.1667 1.4496  0.335
48 H 1.8753 -1.0197 4.2905  0.389
49 H 1.8506 -1.4287 2.5626  0.329
50 H 0.9821 -2.4352 3.7295  0.320

Force components x, y, z for each atom (eV/Å):
-0.1 -0.1 0.0
-0.1 0.1 0.0
0.0 -0.1 0.0
0.0 0.0 0.1
-0.1 -0.1 -0.1
0.0 0.0 -0.1
0.0 0.0 0.1
0.2 0.2 0.1
-0.1 0.0 -0.1
0.0 -0.1 0.0
0.0 0.0 0.0
0.0 0.0 0.0
0.0 0.0 0.0
-0.1 0.1 0.0
0.1 0.0 0.0
0.0 -0.1 0.0
0.0 0.0 0.0
0.0 0.0 0.0
0.0 0.0 0.0
0.0 0.0 0.0
0.0 0.0 0.0
0.0 0.0 0.0
0.0 0.0 0.0
0.0 0.0 0.0
0.0 0.0 0.0
0.0 0.0 0.0
0.0 0.0 0.0
0.0 0.0 0.0
0.0 0.0 0.0
0.0 0.0 0.0
0.0 0.0 0.0
0.0 0.0 0.0
0.0 0.0 0.0
0.0 0.0 0.0
0.0 0.0 0.0
0.0 0.0 0.0
0.0 0.0 0.0
0.0 0.0 0.0
0.0 0.0 0.0
0.0 0.0 0.1
0.0 0.0 0.0
0.0 0.0 0.0
0.0 0.0 0.0
0.0 0.0 0.0
0.0 0.0 0.0
0.0 0.0 0.0
0.0 0.0 0.0
0.0 0.0 0.0
0.0 0.0 0.0
0.0 0.0 0.0

Results
Frontier orbital gap   4.8862 eV
Lowest unoccupied orbital energy   2.66 eV
HOMO energy   -2.227 eV
Spin multiplicity   1
Electronic energy   -35576.748 eV
Total charge   -1

=====

The molecule C18H24N2O4S at a distorted geometry, computed with ωB97M-V/def2-TZVPD.

Last column: Mulliken charge in e.
Cartesian coordinates (Å):
1 C -3.6344 -3.1105 0.8241  -1.158
2 H -3.4061 -3.3314 -0.2147  0.300
3 H -3.0430 -3.7572 1.4669  0.414
4 H -4.6875 -3.3113 1.0051  0.306
5 C -3.3004 -1.6482 1.1117  -0.580
6 N -3.9980 -0.7130 0.2614  0.303
7 S -3.3238 -0.4559 -1.2334  1.442
8 O -2.7454 -1.6628 -1.7607  -0.691
9 O -4.2814 0.2442 -2.0397  -0.779
10 C -1.9845 0.6521 -0.8115  -0.261
11 C -0.6858 0.2003 -0.8706  -0.529
12 C 0.3665 1.0403 -0.5125  0.269
13 C 0.1030 2.3626 -0.1303  1.247
14 C -1.2235 2.7813 -0.0709  -1.245
15 C -2.2691 1.9390 -0.3997  -0.661
16 H -3.2952 2.2671 -0.3708  0.551
17 H -1.4323 3.7984 0.2263  0.378
18 C 1.2047 3.3244 0.1698  -1.634
19 H 1.6574 3.0832 1.1317  0.319
20 H 1.9892 3.2522 -0.5824  0.316
21 H 0.8285 4.3432 0.1994  0.438
22 N 1.6734 0.5350 -0.6067  0.040
23 C 2.6186 0.5658 0.3943  0.423
24 O 2.4262 1.0767 1.4772  -0.627
25 C 3.8869 -0.0817 0.0291  1.048
26 C 4.4373 -0.3330 -1.2060  0.335
27 O 5.6428 -0.9137 -1.0543  -0.414
28 C 5.8869 -1.0479 0.2738  0.586
29 C 4.8447 -0.5445 0.9830  -1.290
30 H 4.7336 -0.4957 2.0457  0.494
31 C 7.1648 -1.6778 0.6943  -1.256
32 H 7.2155 -1.7092 1.7780  0.338
33 H 7.2362 -2.6917 0.3025  0.302
34 H 8.0122 -1.1101 0.3121  0.300
35 C 3.9864 -0.0559 -2.5973  -1.481
36 H 3.4413 0.8837 -2.6458  0.345
37 H 4.8584 0.0007 -3.2450  0.362
38 H 3.3445 -0.8547 -2.9730  0.343
39 H 1.7915 -0.1860 -1.3032  0.271
40 H -0.5049 -0.8109 -1.2038  0.489
41 C -5.4000 -0.4495 0.4813  -0.519
42 C -5.6217 0.5386 1.6241  -1.090
43 H -6.6808 0.7666 1.7093  0.409
44 H -5.2799 0.1240 2.5693  0.306
45 H -5.0775 1.4597 1.4351  0.228
46 H -5.7727 -0.0269 -0.4527  0.388
47 H -5.9436 -1.3804 0.6811  0.274
48 H -2.2339 -1.4776 0.9448  0.255
49 H -3.5255 -1.4013 2.1535  0.394

Force components x, y, z for each atom (eV/Å):
0.0 0.2 0.0
0.0 -0.1 0.0
0.0 -0.1 0.1
-0.1 -0.1 0.0
0.3 -0.4 0.1
0.3 0.1 -1.1
0.0 0.1 0.3
0.2 0.1 0.3
0.0 0.2 0.2
-0.3 -0.4 -0.2
0.1 0.0 0.0
-0.6 0.2 0.2
0.1 -0.2 -0.1
-0.2 -0.2 0.0
0.0 0.1 0.0
-0.1 0.1 0.0
0.0 0.1 0.0
0.0 0.0 0.2
0.0 0.1 -0.1
0.1 0.0 0.0
0.0 0.1 -0.1
0.1 -0.1 -0.3
-0.1 -0.1 -0.2
0.0 -0.1 0.1
0.6 -0.2 -0.5
-0.8 0.4 0.4
0.2 -0.1 -0.3
-0.3 0.1 1.0
0.4 -0.2 -0.4
0.0 0.0 0.3
-0.1 0.1 -0.4
0.0 0.0 0.1
0.1 -0.1 0.0
0.1 0.0 0.0
0.2 -0.1 0.1
0.0 0.0 0.0
0.0 0.0 -0.1
0.0 0.0 -0.1
0.1 0.1 0.1
0.1 -0.1 0.0
-0.5 0.4 0.0
0.1 -0.3 -0.2
-0.1 0.0 0.1
0.0 0.0 0.1
0.0 0.1 0.0
-0.2 -0.1 0.2
0.1 0.0 -0.1
0.0 -0.1 0.3
0.1 0.1 -0.1

Results
Frontier orbital gap   9.1881 eV
Lowest unoccupied orbital energy   0.58 eV
SMILES string   CCN(CC)S(=O)(=O)c1ccc(C)c(NC(=O)c2cc(C)oc2C)c1
HOMO energy   -8.606 eV
Spin multiplicity   1
Electronic energy   -41061.043 eV

=====

The molecule C3H4BrClO at a distorted geometry, computed with ωB97M-V/def2-TZVPD.

Last column: Mulliken charge in e.
Cartesian coordinates (Å):
1 C 0.1740 0.8659 -1.5158  -0.653
2 C 0.3153 -0.1124 -0.6490  -0.386
3 C 0.1017 -0.2460 0.7687  0.654
4 O -0.7211 -1.5961 1.1033  -0.502
5 Cl 1.6514 -0.4028 1.5419  -0.108
6 Br -0.8963 1.1901 1.7630  -0.138
7 H 0.5192 0.8518 -2.4409  0.331
8 H -0.2749 1.9201 -1.3145  0.175
9 H 0.4245 -1.0467 -1.0896  0.304
10 H -1.2938 -1.4238 1.8328  0.324

Force components x, y, z for each atom (eV/Å):
-2.2 3.7 4.3
-1.4 0.5 -1.1
-2.9 -2.0 3.3
2.8 2.6 -2.5
0.5 -0.2 0.3
0.4 -0.5 -0.9
1.2 -1.0 -4.2
1.0 -1.9 0.4
1.1 -1.9 -0.5
-0.5 0.6 0.9

Results
Frontier orbital gap   10.7988 eV
Lowest unoccupied orbital energy   0.34 eV
SMILES string   C=C[C@@](O)(Cl)Br
HOMO energy   -10.460 eV
Spin multiplicity   1
Electronic energy   -87786.020 eV

=====

The lowest electronic energy belongs to which entry? C3H4BrClO

=====

Which formula does entry 3 have? C3H4BrClO

=====

Which formula does entry 1 have? C22H21N6Pd